No. 1
8 unconnected molecules or ions with the total composition C5H25N3O7. Source: the OMol25 dataset; level of theory: ωB97M-V with the def2-TZVPD basis set.

Last column: Mulliken charge in e.
Cartesian coordinates (Å):
C 0.410654 0.563149 -2.981572  -0.704
C -0.991213 -0.106527 -2.780649  -0.876
C -1.279150 -0.447833 -1.338898  0.493
C -1.594519 0.304429 -0.287125  -0.544
N -1.741673 -0.579185 0.812242  0.217
C -1.370628 -1.790747 0.453483  -0.510
N -1.139978 -1.808734 -0.948201  -0.115
N 0.771085 1.585209 -1.967689  0.072
H 1.205840 -0.198369 -2.871578  0.338
H 0.658801 0.923014 -4.015233  0.431
H -1.727606 0.594069 -3.145384  0.376
H -0.865508 -0.907380 -3.483922  0.371
H -2.069147 1.294363 -0.201067  0.509
H -1.966721 -0.109916 1.695196  0.304
H -1.039865 -2.474092 1.185231  0.555
H -1.352527 -2.630784 -1.471535  0.301
H 1.641657 1.273740 -1.461561  0.427
H 0.927548 2.502333 -2.374575  0.401
H 0.109630 1.736766 -1.157512  0.051
H -0.707992 4.329442 -0.735610  0.319
H -0.234370 3.364582 0.171048  0.266
O -0.753007 3.351743 -0.653990  -0.649
H 2.326059 -1.533178 2.400342  0.235
H 1.857789 -2.191299 1.080995  0.489
O 1.957893 -1.315783 1.535152  -0.699
H 2.694500 -3.820833 1.501097  0.320
H 1.880061 -4.382052 0.239885  0.322
O 1.847328 -3.789747 1.004605  -0.668
H 1.981093 2.643951 3.733639  0.318
H 1.918275 1.196897 3.920211  0.321
O 2.052980 1.836414 3.209623  -0.651
H 0.396675 1.779490 2.601995  0.342
H -0.939980 2.614504 2.148933  0.307
O -0.427161 1.809048 2.087327  -0.577
H -3.718005 -2.904777 1.171806  0.316
H -4.053659 -2.802157 -0.335414  0.301
O -3.314865 -2.805653 0.301154  -0.618
H 2.047043 0.142538 0.158487  0.299
H 2.487313 1.670492 0.725252  0.206
O 2.115352 1.082876 0.073810  -0.597

Atoms 1-3, force components in eV/Å:
1.013 -0.932 -0.222
1.198 1.868 0.054
0.388 -1.883 -2.473

Computed properties:
Maximum force in eV/A: 5.075
E_tot in Eh: -895.8872
Frontier orbital gap in eV: 10.603
Relative energy (zero: lowest compared OMol25 entry of this formula, charge and spin) in kJ/mol: 333.3
LUMO energy in eV: -5.40
Total charge: +2

No. 2
A molecular structure, C5H10O2. Source: the OMol25 dataset; level of theory: ωB97M-V with the def2-TZVPD basis set.

Last column: Mulliken charge in e.
Cartesian coordinates (Å):
C 2.091923 1.009091 -0.310466  -0.762
O 0.683069 0.959671 -0.380256  -0.359
C 0.224448 -0.357088 -0.554120  0.161
C 0.308290 -1.313569 0.704069  -0.672
O -0.939331 -1.914421 0.568534  -0.525
C -1.261423 -0.510869 -0.475661  0.111
C -2.013307 0.649669 0.108529  -1.289
H 2.478987 0.460731 0.562259  0.293
H 2.550957 0.588983 -1.219631  0.309
H 2.371284 2.061809 -0.219370  0.253
H 0.637630 -0.810965 -1.465241  0.418
H 0.351403 -0.626193 1.565096  0.283
H 1.145851 -2.025655 0.779962  0.355
H -1.801613 -1.076980 -1.219368  0.424
H -2.986513 0.842296 -0.339808  0.349
H -2.253051 0.435599 1.149632  0.329
H -1.593320 1.658627 0.205845  0.322

Atoms 1-3, force components in eV/Å:
0.221 0.060 -0.014
-0.175 -0.279 -0.124
0.992 -1.325 0.819

Computed properties:
Maximum force in eV/A: 3.681
E_tot in Eh: -346.8850
Frontier orbital gap in eV: 10.177
Relative energy (zero: lowest compared OMol25 entry of this formula, charge and spin) in kJ/mol: 368.7
LUMO energy in eV: 0.99
Total charge: 0

No. 3
C6H6N4O2 in the gas phase. Source: the OMol25 dataset; level of theory: ωB97M-V with the def2-TZVPD basis set.

Last column: Mulliken charge in e.
Cartesian coordinates (Å):
C 2.315810 -1.323478 0.029509  -0.780
N 1.527455 -0.139255 -0.078554  0.096
C 2.022393 1.188831 0.006731  -0.023
N 1.089114 2.046187 -0.019625  -0.676
C -0.061409 1.293296 -0.145187  0.446
C -1.448660 1.693931 -0.088380  -0.077
O -1.959985 2.770563 0.044428  -0.609
N -2.301229 0.511240 -0.125496  -0.132
C -1.845163 -0.783408 -0.097001  0.310
O -2.710281 -1.838809 0.054628  -0.492
N -0.605180 -1.098807 -0.181345  -0.512
C 0.210491 -0.036807 -0.153241  0.647
H 3.411218 -1.118200 0.231974  0.284
H 1.958875 -1.935925 0.875699  0.305
H 2.195979 -1.875059 -0.926572  0.284
H 3.119786 1.348555 0.110974  0.320
H -3.244114 0.862339 0.186231  0.269
H -3.675094 -1.565192 0.275229  0.341

Atoms 1-3, force components in eV/Å:
0.828 -1.203 -0.112
2.762 1.694 0.468
1.547 -2.157 0.134

Computed properties:
Maximum force in eV/A: 3.274
E_tot in Eh: -601.7732
Structure (SMILES): Cn1cnc2c(=O)[nH]c(O)nc21
Frontier orbital gap in eV: 8.842
Relative energy (zero: lowest compared OMol25 entry of this formula, charge and spin) in kJ/mol: 0.0
LUMO energy in eV: 0.24
Total charge: 0

No. 4
5 unconnected molecules or ions with the total composition C6H22N2O4. Source: the OMol25 dataset; level of theory: ωB97M-V with the def2-TZVPD basis set.

Last column: Mulliken charge in e.
Cartesian coordinates (Å):
C -1.015422 1.955548 -1.333437  -1.095
C 0.154370 1.329586 -1.314701  0.898
C 0.359885 -0.025095 -1.955779  -1.147
C -0.616494 -1.097213 -1.477528  0.307
C -0.246608 -2.448263 -2.075702  -1.625
N -0.663825 -1.117941 -0.009761  -0.282
N 1.297490 1.828470 -0.648020  -0.333
C 1.169255 3.097321 0.052099  -1.165
H -1.190711 2.918134 -0.873723  0.311
H -1.896154 1.514131 -1.784751  0.275
H 1.377413 -0.372937 -1.770291  0.374
H 0.288599 0.083227 -3.037076  0.417
H -1.620744 -0.835566 -1.818476  0.128
H 0.721252 -2.784433 -1.699153  0.362
H -0.980705 -3.208889 -1.812537  0.409
H -0.209906 -2.412522 -3.166239  0.416
H -1.020697 -2.001640 0.334151  0.306
H 0.269759 -1.024608 0.380413  0.158
H 2.104115 1.802330 -1.254171  0.222
H 0.380334 3.018676 0.794977  0.364
H 0.928290 3.932480 -0.607675  0.429
H 2.098688 3.315203 0.572997  0.331
O -0.172123 -0.750585 3.210164  -0.788
H -0.826920 -0.119230 2.827453  0.405
H 0.660638 -0.460460 2.793504  0.341
O -0.641201 -3.204788 2.039179  -0.679
H -1.062085 -3.724141 2.728901  0.309
H -0.437791 -2.344532 2.471853  0.410
O 2.043236 0.199129 1.671009  -0.719
H 1.793023 0.782024 0.932666  0.418
H 2.910085 -0.150297 1.447372  0.275
O -1.800847 0.990754 1.735122  -0.789
H -2.732697 0.734554 1.717865  0.276
H -1.421504 0.581572 0.929292  0.482

Atoms 1-3, force components in eV/Å:
-0.444 0.290 0.052
0.082 -0.121 -0.087
-0.007 0.234 -0.086

Computed properties:
Maximum force in eV/A: 0.538
E_tot in Eh: -652.2905
Structure (SMILES): C=C(C[C@@H](C)N)NC.O.O.O.O
Frontier orbital gap in eV: 9.351
Relative energy (zero: lowest compared OMol25 entry of this formula, charge and spin) in kJ/mol: 0.0
LUMO energy in eV: 0.57
Total charge: 0